one:
{"formula": "C3HCuO2", "method": "ωB97M-V/def2-TZVPD", "total_charge": 1, "homo_ev": [-15.62, -15.63], "spin_multiplicity": 2, "gap_ev": [8.885, 6.794], "symbols": ["O", "O", "C", "Cu", "C", "C", "H"], "xyz": [[0.833, 0.276, -1.179], [-1.150, 0.702, -0.371], [-0.055, 0.071, -0.301], [-0.446, 1.417, -1.966], [0.486, -1.234, 1.933], [0.216, -0.794, 0.833], [1.051, -2.175, 2.127]], "nbo_charge": [-0.59, -0.58, 0.71, 1.35, -0.01, -0.18, 0.29]}



two:
{"formula": "C3HCuO2", "method": "ωB97M-V/def2-TZVPD", "total_charge": 1, "homo_ev": [-13.45, -12.74], "spin_multiplicity": 2, "gap_ev": [6.499, 5.784], "symbols": ["C", "H", "C", "O", "C", "Cu", "O"], "xyz": [[0.521, -0.522, 2.980], [0.247, -0.046, 3.916], [0.796, -1.011, 1.904], [2.038, -2.659, -1.039], [2.784, -3.197, -1.732], [5.292, -4.824, -3.467], [3.461, -3.730, -2.518]], "nbo_charge": [-0.30, 0.25, 0.05, -0.39, 1.07, 0.99, -0.68]}



Result of the stability comparison: two is the least stable of them.



one:
{"formula": "C2H10NO", "method": "ωB97M-V/def2-TZVPD", "total_charge": 1, "homo_ev": -15.48, "gap_ev": 11.908, "symbols": ["N", "H", "H", "H", "H", "C", "O", "C", "H", "H", "H", "H", "H", "H"], "xyz": [[-2.410, 0.523, 0.549], [-2.391, 0.868, 1.556], [-1.318, 0.538, -0.036], [-2.971, 1.135, -0.066], [-2.798, -0.391, 0.725], [0.907, -0.210, 0.267], [-0.208, 0.265, -0.444], [2.029, -0.712, -0.653], [0.562, -0.877, 1.082], [1.377, 0.585, 0.849], [0.233, 0.934, -1.125], [2.727, -1.216, -0.062], [2.678, 0.060, -1.166], [1.583, -1.502, -1.477]], "nbo_charge": [-0.98, 0.43, 0.48, 0.43, 0.43, -0.09, -0.68, -0.66, 0.21, 0.19, 0.53, 0.25, 0.24, 0.23]}



two:
{"formula": "C2H10NO", "method": "ωB97M-V/def2-TZVPD", "total_charge": 1, "homo_ev": -14.84, "gap_ev": 11.114, "symbols": ["C", "N", "H", "H", "H", "H", "H", "H", "C", "O", "H", "H", "H", "H"], "xyz": [[1.238, -0.510, -1.222], [-0.248, -0.776, -1.132], [-0.842, -0.271, -1.797], [-0.416, -1.813, -1.393], [-0.555, -0.519, -0.160], [1.485, 0.496, -1.064], [1.707, -0.532, -2.304], [2.017, -1.150, -0.733], [-0.709, 0.616, 2.015], [-0.445, 1.230, 0.715], [-1.182, 1.847, 0.496], [-1.058, 1.343, 2.772], [-1.390, -0.196, 1.566], [0.397, 0.235, 2.241]], "nbo_charge": [-0.48, -0.70, 0.45, 0.45, 0.48, 0.25, 0.25, 0.27, -0.27, -0.79, 0.49, 0.23, 0.16, 0.21]}



Result of the stability comparison: two is the least stable of them.



one:
{"formula": "C2H10NO", "method": "ωB97M-V/def2-TZVPD", "total_charge": 1, "homo_ev": -14.83, "gap_ev": 10.887, "symbols": ["N", "H", "H", "H", "H", "C", "O", "C", "H", "H", "H", "H", "H", "H"], "xyz": [[1.632, -2.060, 0.644], [0.743, -2.365, 0.244], [1.570, -1.031, 0.624], [1.694, -2.406, 1.603], [2.436, -2.406, 0.122], [-0.840, 0.733, 0.179], [0.330, 0.047, -0.410], [-1.495, 1.705, -0.771], [-1.488, -0.065, 0.531], [-0.447, 1.248, 1.056], [0.909, 0.787, -0.663], [-1.678, 2.672, -0.315], [-0.914, 1.802, -1.685], [-2.453, 1.339, -1.158]], "nbo_charge": [-0.87, 0.46, 0.48, 0.45, 0.45, -0.07, -0.79, -0.66, 0.19, 0.17, 0.48, 0.24, 0.23, 0.24]}



two:
{"formula": "C2H10NO", "method": "ωB97M-V/def2-TZVPD", "total_charge": 1, "homo_ev": -16.35, "gap_ev": 12.835, "symbols": ["O", "H", "H", "H", "C", "C", "N", "H", "H", "H", "H", "H", "H", "H"], "xyz": [[-0.365, 1.013, -2.539], [-0.543, 0.862, -3.481], [-0.189, -0.186, -0.796], [-0.662, 1.919, -2.383], [-0.519, -0.951, 1.944], [0.716, -0.592, 1.115], [0.291, 0.278, -0.025], [-1.264, -0.163, 1.879], [-0.887, -1.917, 1.598], [-0.278, -1.161, 2.985], [1.461, -0.038, 1.647], [1.191, -1.492, 0.734], [-0.239, 1.051, 0.360], [1.086, 0.709, -0.504]], "nbo_charge": [-0.99, 0.51, 0.47, 0.49, -0.64, -0.22, -0.67, 0.21, 0.24, 0.26, 0.22, 0.23, 0.43, 0.45]}



three:
{"formula": "C2H10NO", "method": "ωB97M-V/def2-TZVPD", "total_charge": 1, "homo_ev": -14.49, "gap_ev": 10.777, "symbols": ["C", "N", "H", "H", "H", "H", "H", "H", "C", "O", "H", "H", "H", "H"], "xyz": [[1.566, 1.582, -0.298], [1.297, 0.117, -0.418], [1.778, -0.255, -1.237], [1.568, -0.412, 0.412], [0.299, -0.008, -0.534], [0.879, 2.044, 0.396], [1.575, 2.024, -1.291], [2.576, 1.739, 0.033], [-1.807, -1.479, 0.354], [-1.755, -0.068, 0.667], [-2.572, 0.141, 1.140], [-2.051, -2.035, 1.252], [-2.519, -1.618, -0.428], [-0.835, -1.770, -0.047]], "nbo_charge": [-0.43, -0.66, 0.44, 0.45, 0.46, 0.25, 0.24, 0.24, -0.25, -0.77, 0.49, 0.20, 0.19, 0.14]}



Result of the stability comparison: three is the least stable of them.